Molecular formula: C50H45ClInN7O10S
Method: DFT, ωB97M-V/def2-TZVPD

Properties
E_LUMO = -1.40 eV
ΔE to the lowest compared entry with this formula, charge and spin = 0.944 eV
HOMO level = -0.2790 Ha
HOMO-LUMO gap = 6.2 eV

Atoms and positions in Å:
C (-6.0246, -1.7724, 2.2888)
H (-5.1312, 6.9030, -0.7960)
O (-1.3112, -0.9000, 2.4345)
H (2.8192, 2.1136, -3.0949)
H (6.0563, -1.0852, -4.7970)
C (2.7084, -3.3610, -0.2427)
C (-2.7115, 3.3552, 3.1630)
C (-1.3770, -1.0225, -1.3323)
S (-2.1982, 2.1036, -1.2734)
H (1.0984, -4.9951, 2.2148)
H (-1.5390, 4.7028, -0.0537)
H (2.9879, -7.7925, 0.5260)
Cl (-2.0325, -2.5693, -0.8889)
N (-0.0871, 3.6794, 6.6732)
H (5.9019, 1.1562, -2.6422)
O (-6.8573, -3.0835, 3.9445)
H (3.1636, 1.2027, -5.2492)
H (3.5336, -3.4279, -0.9285)
H (-0.5723, -1.1731, -2.0443)
C (1.7554, 1.4001, 4.3930)
C (0.9116, 1.3120, 3.2585)
H (4.5482, -4.9004, 2.3155)
N (1.5200, 0.0645, -0.8150)
C (1.3572, 2.1907, 5.4980)
O (-2.0611, -2.9187, 2.9178)
H (-4.6961, 2.9237, -2.3010)
C (2.4230, 0.0076, 2.1631)
H (-3.2766, 0.8222, -3.5923)
O (-0.8643, 4.6046, 6.5886)
C (3.9190, -5.7654, 2.1123)
C (2.4079, -6.8768, 0.4415)
C (-1.9625, 3.4694, 4.3079)
C (-5.2115, -0.3398, 0.5578)
N (-7.1076, -2.3769, 2.9851)
C (3.3068, -5.6630, 0.7077)
C (3.7955, 0.3183, -5.2662)
C (2.2015, -1.0477, -1.0832)
O (-0.8831, 2.3128, -0.5963)
C (-0.6994, 3.0032, -3.4176)
H (-3.6550, 3.8666, 3.0627)
H (1.5882, -6.9240, 1.1517)
H (-2.8823, 6.7695, 0.1981)
H (4.2393, -0.5481, 3.1732)
O (0.5175, 3.3845, 7.6814)
H (4.0591, -5.6165, -1.3324)
C (-0.7233, 2.8078, 4.3810)
H (5.1394, -4.8567, -0.1434)
C (1.9078, -2.2206, -0.2335)
H (3.6313, 0.7433, 5.2347)
H (-0.2471, -2.9825, 2.0754)
C (-2.4401, 1.4150, -3.9319)
N (-5.4694, 0.4408, -0.5891)
C (2.6882, 1.1976, -2.5421)
C (0.6119, -3.0933, 1.4300)
C (3.1741, -1.0748, -2.0821)
O (-2.9781, 0.3452, 0.6197)
H (4.9947, -6.6078, -0.2255)
C (-2.5197, 4.7786, -0.5007)
H (3.1718, -0.5433, -5.4948)
O (-4.5690, 0.6216, -1.4054)
C (-4.3000, 3.7774, -1.7742)
H (1.1415, 1.9996, -1.2706)
C (-0.3430, 2.0189, 3.2607)
H (4.6917, -2.0353, -4.2447)
C (3.4446, 0.0633, -2.8310)
C (3.3135, 0.0039, 3.2437)
H (0.5377, 3.6070, -5.0503)
H (3.1479, -5.8159, 2.8755)
C (-4.7033, -2.0378, 2.6851)
C (5.4675, 1.2627, -3.6341)
C (-0.9305, 2.1553, -5.6462)
H (4.9686, 2.2249, -3.6861)
C (-3.6459, -1.3926, 2.1043)
In (-0.6498, -0.0071, 0.5906)
C (-2.2373, 2.5641, 2.1144)
H (-0.5882, 2.1171, -6.6706)
C (-3.8606, -0.4318, 1.0625)
H (-6.0254, 4.9938, -2.0801)
C (2.9787, 0.7062, 4.3735)
C (5.3203, -1.1828, -4.0028)
N (1.2657, 0.6219, 2.1716)
H (4.5344, 0.4288, -6.0569)
H (-2.3046, 4.0724, 5.1334)
O (-6.5879, 0.9034, -0.7375)
O (-8.2362, -2.1410, 2.5901)
C (-6.2742, -0.9488, 1.2036)
H (-2.1804, -0.4284, -1.7494)
H (-2.5174, 0.7507, -5.9653)
H (2.6876, -0.5091, 1.2552)
C (-0.2846, 2.9798, -4.7370)
H (-4.5166, -2.7539, 3.4712)
H (6.2756, 1.2601, -4.3618)
C (2.4596, -4.4073, 0.6386)
C (-2.0124, 1.3836, -5.2497)
C (4.4999, 0.1058, -3.9189)
C (1.7487, 1.1470, -1.5303)
C (-3.2740, 5.9331, -0.3621)
H (5.8521, -1.3767, -3.0736)
H (2.0134, 2.2731, 6.3536)
C (-1.7663, 2.2179, -3.0276)
H (4.5306, -6.6624, 2.1813)
H (-7.2848, -0.8029, 0.8447)
C (-4.5374, 6.0098, -0.9240)
C (-5.0438, 4.9353, -1.6381)
H (-2.8096, 2.4469, 1.2093)
C (4.4435, -5.6748, -0.3166)
H (1.9929, -6.8232, -0.5626)
C (1.3781, -4.2440, 1.4968)
C (-2.2456, -1.7792, 2.5123)
H (-0.2038, 3.6094, -2.6743)
C (0.1765, 2.8718, 5.4975)
H (3.7151, -1.9853, -2.2674)
C (-3.0392, 3.7064, -1.2030)
N (-1.1018, 1.9188, 2.1710)
N (0.8709, -2.1051, 0.5970)

Results of the Löwdin charge analysis, in e, for atoms 1 through 2: -0.150, 0.104



Molecular formula: C3H9BO3P
Method: DFT, ωB97M-V/def2-TZVPD

Properties
E_LUMO = 3.49 eV
net charge = -1
ΔE to the lowest compared entry with this formula, charge and spin = 3.509 eV
HOMO level = -0.1693 Ha
HOMO-LUMO gap = 8.1 eV

Atoms and positions in Å:
O (-0.2929, 1.9773, -2.0634)
H (-2.0795, -0.2302, -0.2893)
H (-0.4309, -0.9703, -2.2860)
C (-1.0585, 0.3373, 2.2869)
B (0.0522, -0.7881, -1.2042)
H (2.9238, 0.6186, -1.3629)
C (-1.1799, -0.9631, -0.1243)
H (1.5094, 0.8949, 0.8103)
P (0.7433, 1.0341, -1.2899)
H (-2.1567, 0.7434, 2.3409)
O (1.1038, 1.6858, 0.3149)
H (-1.6123, -2.0572, -0.2397)
O (2.3181, 0.9660, -2.1088)
C (-0.6545, -0.8519, 1.4414)
H (0.9310, -1.5575, -1.0361)
H (-0.1575, 0.8399, 2.8868)
H (0.0413, -1.6790, 1.9236)

Results of the natural (NBO) charge analysis, in e, for atoms 1 through 2: -1.096, 0.221



Molecular formula: C50H40N3O2P2STi
Method: DFT, ωB97M-V/def2-TZVPD

Properties
E_LUMO = -9.52 eV
net charge = +3
HOMO level = -0.5763 Ha
HOMO-LUMO gap = 6.2 eV

Atoms and positions in Å:
C (4.0585, 1.8553, 3.1958)
H (3.2339, -1.8902, -5.4398)
C (-1.5885, -1.8051, 1.9534)
H (6.6303, -1.5225, 2.6502)
H (-4.1930, -1.6412, -0.8148)
C (-0.6040, -1.6848, 3.0247)
C (-0.8906, 1.0031, -3.8757)
H (5.8180, 3.0559, 3.3766)
H (-0.8846, -3.3731, -0.3438)
C (-1.1837, 1.9608, -1.6444)
C (3.2550, 0.8819, 3.8031)
C (0.1576, -6.4848, 0.4836)
H (2.4932, 5.2282, 2.2182)
H (4.8403, -2.8600, 3.7062)
H (2.6940, 6.7169, 0.2555)
H (-3.2534, 3.4207, -3.9053)
H (2.6746, -3.1438, 2.5669)
C (2.0624, 5.8401, 0.2066)
C (-1.8445, 1.8782, -4.3783)
C (-2.6390, 3.9710, 1.0072)
C (1.1488, 3.8775, 1.2445)
H (-2.2948, 4.6546, 0.2412)
H (0.1515, -2.1412, 4.9414)
O (1.3034, 0.5250, -0.7441)
C (1.9449, -1.0672, -3.9475)
H (-4.5109, -3.2542, 1.0763)
H (6.4317, 2.1338, 5.5819)
C (0.4436, 3.5883, 0.0729)
C (-3.4132, 2.3122, 3.1084)
C (4.2548, -1.2016, 0.2622)
C (3.0248, -3.0136, -2.2448)
C (1.9680, -4.9096, 0.6855)
C (5.6776, -1.6403, 2.1504)
Ti (0.5098, 0.0382, 0.9162)
H (6.2557, -0.4663, 0.4506)
C (5.4662, -1.0417, 0.9158)
H (-1.6144, -2.0300, 4.8593)
C (-2.0577, 2.7102, 1.1498)
N (0.3421, -0.8421, 2.7288)
H (1.0387, 3.2414, 2.1135)
H (3.0055, -4.7018, 0.9140)
C (2.8983, -1.9621, -4.4142)
C (2.1024, 0.3788, 3.0977)
H (-3.7027, 1.6833, 3.9400)
C (-2.6938, -2.6351, 2.0417)
C (-0.5524, 1.0706, -2.5356)
C (-2.1666, 2.7905, -2.1712)
P (1.6315, -2.1702, 0.0494)
H (-0.2071, -7.5008, 0.5563)
C (2.0813, -2.1266, -1.7476)
C (3.2480, -1.9687, 0.8511)
C (1.4858, -6.2069, 0.7761)
C (-2.4354, 1.8950, 2.2201)
H (3.7794, 2.2420, 2.2231)
C (0.5510, 4.4327, -1.0299)
C (-3.6405, -2.6132, 1.0308)
C (-0.2277, -4.1691, -0.0049)
C (1.1080, -3.8859, 0.2945)
H (-4.0738, 5.3558, 1.7785)
H (4.1469, -3.6410, -3.9579)
H (-0.4363, 0.2705, -4.5292)
H (-2.1006, 1.8479, -5.4285)
C (4.6731, -2.3892, 2.7466)
H (-1.7314, -5.6898, -0.1568)
C (1.9542, 5.0007, 1.3078)
C (5.1941, 2.3036, 3.8403)
C (-4.0152, 3.5495, 2.9345)
H (-2.1861, -0.2532, -0.8720)
N (1.3113, -0.5262, 3.6223)
H (2.9421, -0.3497, 5.5344)
P (-0.6666, 2.1510, 0.1295)
O (1.8125, 0.7893, 1.8621)
C (3.5895, 0.3798, 5.0676)
H (-0.8021, -3.4500, 4.2052)
H (4.9986, 0.4477, 6.6742)
N (-1.3721, -0.9879, 0.8877)
C (-3.6240, 4.3785, 1.8910)
H (4.1091, -0.7543, -0.7131)
C (3.4192, -2.9376, -3.5759)
H (1.5458, -0.3030, -4.5996)
C (-2.4886, 2.7569, -3.5247)
C (1.3586, 5.5583, -0.9541)
H (-1.9416, 0.9424, 2.3722)
H (3.4509, -3.7615, -1.5878)
H (-2.7045, 3.4640, -1.5197)
H (2.1547, -7.0042, 1.0711)
H (0.0110, 4.2335, -1.9443)
C (-3.4608, -1.7322, -0.0249)
C (5.5354, 1.7864, 5.0851)
C (1.5494, -1.1745, -2.6289)
H (-2.8168, -3.2836, 2.8981)
C (-2.3228, -0.9485, -0.0582)
H (-4.7734, 3.8853, 3.6292)
C (4.7296, 0.8313, 5.6995)
C (3.4514, -2.5418, 2.1103)
S (0.3526, -0.2306, -1.7217)
H (1.4363, 6.2163, -1.8092)
C (-0.7181, -2.3688, 4.3327)
C (-0.7010, -5.4670, 0.0878)

Results of the Löwdin charge analysis, in e, for atoms 1 through 2: -0.009, 0.133



Molecular formula: C4H15N2O
Method: DFT, ωB97M-V/def2-TZVPD

Properties
E_LUMO = -3.00 eV
net charge = +1
ΔE to the lowest compared entry with this formula, charge and spin = 1.349 eV
HOMO level = -0.5272 Ha
HOMO-LUMO gap = 11.3 eV

Atoms and positions in Å:
C (-0.5192, 1.6384, -0.8166)
C (0.0161, 2.0639, 0.5658)
H (-0.1629, 2.2844, -1.6208)
H (0.9400, 0.3970, -1.7796)
N (0.0188, -2.1600, -0.4364)
O (0.6803, -0.8117, 3.8142)
H (0.3173, 3.1248, 0.5921)
H (-0.2248, -0.4826, -3.0714)
C (0.2075, -0.7814, -0.0070)
H (-0.5191, -0.4590, 0.7456)
H (-1.7477, -0.2776, -2.4878)
C (0.0292, 0.2424, -1.1950)
H (-1.6104, 1.4995, -0.8330)
H (-0.8440, -1.5389, -1.7497)
H (1.2496, -0.0844, 4.0682)
H (0.9770, 1.5639, 0.6994)
H (1.0956, -1.5331, 4.3228)
H (1.2403, -0.5744, 0.2853)
H (-0.7066, 1.7902, 1.3210)
H (0.9111, -2.6413, -0.4102)
N (-0.8098, -0.5968, -2.2540)
H (-0.5382, -2.6631, 0.2470)

Results of the natural (NBO) charge analysis, in e, for atoms 1 through 2: -0.416, -0.618



Molecular formula: C5H4N2O
Method: DFT, ωB97M-V/def2-TZVPD

Properties
E_LUMO = -0.44 eV
ΔE to the lowest compared entry with this formula, charge and spin = 6.006 eV
HOMO level = -0.3326 Ha
SMILES = O=Nc1ccccn1
HOMO-LUMO gap = 8.6 eV

Atoms and positions in Å:
N (-2.5692, 0.3330, -0.3176)
H (0.9969, -2.2127, 0.1957)
N (-0.7529, -1.2684, -0.1285)
H (2.4933, -0.5022, -0.0415)
H (1.5437, 1.6294, 0.2390)
O (-3.2513, -0.4028, 0.3211)
C (-1.0691, 0.0714, -0.1789)
C (1.5162, -0.4737, 0.0185)
C (1.1488, 0.8893, 0.1405)
C (0.5290, -1.4942, -0.0778)
H (-0.3700, 2.2577, -0.1427)
C (-0.2153, 1.1730, -0.0278)

Results of the natural (NBO) charge analysis, in e, for atoms 1 through 2: 0.136, 0.168



Molecular formula: C22H16AsCl2F12FeNO3Si
Method: DFT, ωB97M-V/def2-TZVPD

Properties
E_LUMO (spin up / spin down) = -0.50 / -3.42 eV
multiplicity = 5
HOMO level (spin up / spin down) = -0.3028 / -0.3017 Ha
HOMO-LUMO gap (spin up / spin down) = 7.7 / 4.8 eV

Atoms and positions in Å:
C (-2.4315, 0.1211, 1.0226)
C (-1.9393, 0.6350, -3.9674)
H (3.2914, 0.9074, -2.5735)
H (-5.2027, 1.2543, 2.6835)
F (1.4094, 2.6080, -2.3803)
F (0.7922, -0.3068, 1.8616)
H (1.4375, -2.1418, -4.3088)
C (2.8837, -0.3217, 2.8698)
C (-3.6785, -0.2786, -5.3370)
C (4.2588, -0.4960, 2.7749)
O (-1.4592, -0.4470, -1.9311)
C (-4.7484, -0.8264, 2.3435)
C (-2.7004, -1.2736, 1.1584)
C (-3.3852, 1.0155, 1.6108)
C (4.8264, -0.8181, 1.5442)
H (3.3159, -3.6619, -2.8046)
F (-2.4792, 1.6229, -6.0157)
F (2.1193, 4.8340, -1.4404)
C (-1.7682, -2.2546, 0.7000)
As (1.6180, 3.3253, -0.8168)
O (-1.4271, 0.6065, 0.4060)
F (-1.0176, 1.5371, -3.7524)
H (2.3967, -0.0722, 3.8020)
H (2.2950, -3.6958, -1.3652)
Cl (-6.1735, -1.3712, 3.1575)
H (5.8967, -0.9545, 1.4693)
H (4.5165, -1.1830, -0.5244)
C (-2.6886, 0.6831, -5.1114)
C (-3.1808, -1.3281, -3.2456)
F (-0.0429, 3.7574, -0.7893)
H (3.7637, -0.1387, -3.9145)
C (-3.8711, -1.7203, 1.8017)
H (3.9888, -3.2226, -1.2293)
Si (2.5003, -1.3961, -2.2004)
Cl (-3.0772, 2.6975, 1.4648)
C (3.6891, -0.0797, -2.8266)
F (-4.3762, -0.2428, -6.4390)
C (2.6416, -0.7579, 0.4555)
O (-0.6389, -2.0702, 0.2346)
F (-3.3950, -2.2822, -2.3695)
C (1.1033, -1.5881, -3.4291)
F (3.2330, 2.6853, -0.7976)
F (1.8047, 3.8029, 0.8283)
H (4.8773, -0.3764, 3.6529)
C (4.0462, -0.9501, 0.4196)
N (1.8324, -0.8371, -0.6291)
F (-4.8409, -2.1994, -4.6418)
C (-2.1361, -0.3813, -2.9679)
H (-4.0668, -2.7838, 1.8682)
C (-4.5017, 0.5526, 2.2524)
H (0.2793, -2.1409, -2.9815)
C (2.1275, -0.4590, 1.7389)
H (0.7520, -0.6106, -3.7607)
Fe (0.0937, -0.1450, -0.3716)
H (4.6986, -0.1385, -2.4200)
C (3.1035, -3.1542, -1.8613)
C (-3.9151, -1.2880, -4.3973)
F (1.0972, 1.6702, -0.1458)
H (-2.1015, -3.2980, 0.8117)

Results of the natural (NBO) charge analysis, in e, for atoms 1 through 2: 0.418, 0.343



Ordered max |F| results: 0.043 0.104 0.035 0.038 0.377 0.022; unit hartree/bohr.